# 1
This record from the Open Molecules 2025 dataset describes C19H22ClNZr as an isolated structure at a distorted geometry. The level of theory is ωB97M-V with the def2-TZVPD basis set.

frontier orbital gap: 3.17 eV
electronic energy: -1299.0186 Eh
largest force on an atom: 2.2 eV/Å
energy relative to the best compared isomer or geometry (same formula, charge and spin): 95.6 kcal per mole

Atoms and positions in Å:
1 C 2.00 -2.52 0.27
2 C 2.06 -2.64 -1.16
3 C 0.71 -2.67 -1.68
4 H 2.99 -2.75 -1.76
5 C -0.19 -2.57 -0.56
6 C 0.61 -2.46 0.65
7 H 0.22 -2.53 1.68
8 H 2.85 -2.62 0.98
9 H 0.41 -2.72 -2.74
10 H -1.30 -2.57 -0.58
11 Zr 0.88 -0.44 -0.60
12 Cl 2.15 0.66 1.13
13 C 1.21 2.31 -5.29
14 C -0.02 1.67 -5.64
15 C 0.29 0.43 -6.29
16 H -1.04 2.06 -5.46
17 C 1.72 0.30 -6.35
18 C 2.29 1.47 -5.73
19 H 3.36 1.68 -5.64
20 H 1.32 3.29 -4.80
21 H -0.44 -0.30 -6.70
22 H 2.28 -0.53 -6.81
23 C 0.86 1.62 4.01
24 N 0.13 0.42 4.28
25 C -0.81 0.56 5.35
26 C -0.14 -0.53 3.20
27 C -1.09 -0.04 2.14
28 C -2.36 0.37 2.54
29 C -3.31 0.85 1.63
30 C -3.02 0.93 0.26
31 C -1.76 0.50 -0.19
32 C -0.83 0.00 0.74
33 H 0.98 2.22 4.92
34 H 0.31 2.23 3.28
35 H 1.84 1.40 3.57
36 H -1.54 1.34 5.11
37 H -1.35 -0.38 5.55
38 H -0.32 0.88 6.28
39 H 0.84 -0.82 2.81
40 H -0.61 -1.40 3.68
41 H -2.59 0.28 3.59
42 H -4.29 1.15 2.02
43 H -3.77 1.30 -0.43
44 H -1.53 0.56 -1.27

Löwdin atomic charge list, values in e, 5 entries: C -0.18; C -0.15; C -0.17; H 0.13; C -0.20

=====

# 2
This record from the Open Molecules 2025 dataset describes C37H26Cl2F3LiN3PS as an isolated structure at a distorted geometry. The level of theory is ωB97M-V with the def2-TZVPD basis set.

charge: -2
frontier orbital gap: 3.41 eV
electronic energy: -3556.9117 Eh
largest force on an atom: 2.3 eV/Å
energy relative to the best compared isomer or geometry (same formula, charge and spin): 10.2 kcal per mole

Atoms and positions in Å:
1 Li 0.52 -0.61 -0.30
2 F -2.50 -5.76 2.72
3 C -1.87 -5.08 1.71
4 F -2.60 -5.36 0.62
5 F -0.71 -5.75 1.55
6 C -1.71 -3.64 2.01
7 C -2.18 -3.14 3.21
8 C -1.98 -1.80 3.51
9 C -1.30 -1.03 2.58
10 N -0.87 -1.47 1.42
11 C -1.04 -2.77 1.09
12 S -0.47 -3.30 -0.38
13 H -2.68 -3.79 3.91
14 H -2.33 -1.37 4.44
15 H -1.09 0.01 2.77
16 Cl -0.26 0.15 -4.44
17 C 1.41 0.52 -4.16
18 C 2.21 0.75 -5.24
19 C 3.56 1.04 -5.08
20 C 4.07 1.10 -3.78
21 C 3.25 0.87 -2.71
22 Cl 3.93 1.01 -1.11
23 C 1.85 0.52 -2.78
24 N 1.11 0.28 -1.77
25 H 1.78 0.70 -6.24
26 H 4.21 1.22 -5.92
27 H 5.11 1.33 -3.60
28 C 0.47 7.10 1.61
29 C -0.80 6.67 1.25
30 C -1.01 5.35 0.89
31 C 0.05 4.44 0.91
32 C 1.32 4.89 1.25
33 C 1.53 6.21 1.60
34 P -0.15 2.63 0.53
35 C -0.70 2.94 -1.19
36 C -1.98 3.05 -1.70
37 C -2.17 3.31 -3.05
38 C -1.09 3.46 -3.89
39 C 0.20 3.38 -3.39
40 C 0.39 3.12 -2.05
41 C -1.62 2.42 1.60
42 C -1.50 2.92 2.90
43 C -2.51 2.76 3.82
44 C -3.67 2.09 3.46
45 C -3.78 1.54 2.19
46 C -2.75 1.67 1.28
47 H 0.63 8.14 1.89
48 H -1.63 7.37 1.24
49 H -2.00 5.01 0.62
50 H 2.13 4.18 1.24
51 H 2.52 6.55 1.88
52 H -2.85 2.92 -1.06
53 H -3.17 3.38 -3.44
54 H -1.25 3.63 -4.95
55 H 1.06 3.48 -4.04
56 H 1.39 3.04 -1.64
57 H -0.58 3.42 3.18
58 H -2.40 3.17 4.82
59 H -4.48 1.99 4.17
60 H -4.67 0.98 1.93
61 H -2.81 1.18 0.32
62 N 1.72 0.04 1.29
63 C 2.71 -0.03 1.88
64 C 3.88 -0.16 2.62
65 C 4.66 -1.33 2.48
66 C 5.78 -1.52 3.26
67 C 6.16 -0.55 4.19
68 C 5.41 0.62 4.32
69 C 4.29 0.82 3.55
70 H 4.35 -2.08 1.76
71 H 6.36 -2.42 3.16
72 H 7.04 -0.71 4.81
73 H 5.71 1.37 5.04
74 H 3.71 1.73 3.64

Löwdin atomic charge list, values in e, 5 entries: Li 0.41; F 0.07; C -0.61; F 0.10; F 0.10

=====

# 3
This record from the Open Molecules 2025 dataset describes an isolated ion of composition C7H9N2S and charge +1 at a distorted geometry. The level of theory is ωB97M-V with the def2-TZVPD basis set.

charge: +1
frontier orbital gap (alpha / beta): 8.11 / 8.11 eV
electronic energy: -779.5418 Eh
largest force on an atom: 5.3 eV/Å
SMILES: C[C@H]1[NH+]=CNc2sccc21
energy relative to the best compared isomer or geometry (same formula, charge and spin): 25.0 kcal per mole

Atoms and positions in Å:
1 C -1.24 -1.39 -0.54
2 C 0.00 -0.74 -0.99
3 N -0.42 0.48 -1.69
4 C -0.82 1.57 -1.13
5 N -0.70 1.81 0.17
6 C 0.15 0.97 0.90
7 S 0.66 1.10 2.51
8 C 1.84 -0.10 2.27
9 C 1.64 -0.78 1.12
10 C 0.74 -0.26 0.22
11 H -1.40 -1.10 0.51
12 H -1.33 -2.53 -0.64
13 H -2.04 -0.89 -1.06
14 H 0.70 -1.34 -1.71
15 H -0.15 0.50 -2.69
16 H -1.45 2.19 -1.73
17 H -1.26 2.53 0.62
18 H 2.67 -0.42 2.90
19 H 2.40 -1.59 0.94

Löwdin atomic charge list, values in e, 5 entries: C -0.03; C -0.30; N 0.10; C -0.08; N 0.11

=====

# 4
This record from the Open Molecules 2025 dataset describes one molecule with the formula C4H3NO3 at a distorted geometry. The level of theory is ωB97M-V with the def2-TZVPD basis set.

frontier orbital gap: 8.58 eV
electronic energy: -434.4559 Eh
largest force on an atom: 9.0 eV/Å
SMILES: O=C1C=COC=NO1
energy relative to the best compared isomer or geometry (same formula, charge and spin): 170.3 kcal per mole

Atoms and positions in Å:
1 O -2.80 -0.05 0.33
2 C -1.53 -0.11 -0.04
3 C -0.48 1.10 -0.08
4 C 0.79 1.12 -0.38
5 O 1.85 0.12 -0.07
6 C 1.23 -1.18 0.43
7 N 0.12 -1.88 -0.17
8 O -1.03 -1.35 -0.71
9 H -1.22 1.92 -0.05
10 H 1.15 2.05 -0.28
11 H 1.91 -1.74 1.02

Löwdin atomic charge list, values in e, 5 entries: O 0.03; C -0.20; C 0.02; C -0.06; O -0.07

=====

# 5
This record from the Open Molecules 2025 dataset describes C27H32Cl2N2O4Sc as an isolated structure at a distorted geometry. The level of theory is ωB97M-V with the def2-TZVPD basis set.

charge: -1
frontier orbital gap (alpha / beta): 3.27 / 3.90 eV
electronic energy: -3139.7639 Eh
largest force on an atom: 3.1 eV/Å
energy relative to the best compared isomer or geometry (same formula, charge and spin): 0.0 kcal per mole

Atoms and positions in Å:
1 Sc 0.63 0.04 0.60
2 Cl 0.92 0.15 2.81
3 N -0.32 -1.91 -0.04
4 N 1.60 1.72 -0.59
5 C 0.15 -3.00 0.58
6 C 2.89 2.03 -0.52
7 C -1.72 -2.25 -0.46
8 C -2.07 -3.39 0.50
9 C -1.83 -2.67 -1.92
10 C -2.60 -1.05 -0.24
11 H -1.00 -3.32 -2.24
12 H -1.85 -1.78 -2.57
13 H -2.78 -3.21 -2.08
14 H -2.57 -0.77 0.82
15 H -3.63 -1.29 -0.52
16 H -2.24 -0.19 -0.82
17 C 0.88 2.97 -1.01
18 C 2.01 3.93 -1.39
19 C 0.16 3.49 0.21
20 C -0.12 2.70 -2.13
21 H 0.39 2.24 -2.99
22 H -0.57 3.65 -2.44
23 H -0.91 2.04 -1.75
24 H 0.85 3.60 1.06
25 H -0.61 2.76 0.50
26 H -0.34 4.44 -0.02
27 O 3.22 3.26 -0.88
28 H 1.92 4.93 -0.94
29 H 2.13 4.04 -2.48
30 O -0.75 -3.92 0.89
31 H -2.68 -4.21 0.08
32 H -2.58 -3.00 1.41
33 C 1.58 -3.20 1.01
34 C 3.96 1.11 -0.02
35 C 3.65 -0.32 -0.41
36 H 3.94 1.22 1.08
37 H 4.94 1.46 -0.38
38 C 2.91 -1.12 0.49
39 C 2.51 -2.42 0.10
40 H 2.87 -0.84 1.57
41 C 2.93 -2.95 -1.12
42 C 3.74 -2.17 -1.96
43 C 2.53 -4.34 -1.54
44 C 4.06 -0.84 -1.64
45 H 4.15 -2.61 -2.88
46 C 4.87 0.00 -2.60
47 H 5.25 -0.62 -3.41
48 H 5.73 0.45 -2.09
49 H 4.29 0.82 -3.05
50 H 2.71 -5.06 -0.74
51 H 3.12 -4.65 -2.41
52 H 1.47 -4.43 -1.83
53 H 1.80 -4.27 1.02
54 H 1.63 -2.82 2.05
55 Cl -7.89 2.15 3.52
56 C -6.23 1.98 3.12
57 C -5.33 3.05 3.25
58 C -3.99 2.90 2.90
59 C -3.47 1.70 2.39
60 C -4.36 0.62 2.34
61 C -5.72 0.76 2.66
62 C -1.99 1.70 2.05
63 O -1.31 2.24 2.94
64 O -1.44 1.14 0.96
65 H -5.74 4.00 3.59
66 H -3.35 3.77 3.04
67 H -3.99 -0.36 2.04
68 H -6.41 -0.07 2.53

Löwdin atomic charge list, values in e, 5 entries: Sc 0.52; Cl 0.11; N 0.06; N 0.08; C -0.34

=====

# 6
This record from the Open Molecules 2025 dataset describes a 2-piece molecular cluster, C7H14N4OP overall at a distorted geometry. The level of theory is ωB97M-V with the def2-TZVPD basis set.

charge: +1
frontier orbital gap: 8.79 eV
electronic energy: -910.5603 Eh
largest force on an atom: 4.3 eV/Å
energy relative to the best compared isomer or geometry (same formula, charge and spin): 12.9 kcal per mole

Atoms and positions in Å:
1 C -0.13 -1.09 -5.05
2 C -0.71 0.14 -4.86
3 C 0.29 -1.89 -3.91
4 C -0.75 0.73 -3.65
5 C 0.20 -1.34 -2.68
6 C -0.39 -0.10 -2.58
7 C -0.75 0.58 -1.27
8 N 1.21 -0.63 4.68
9 N 0.07 1.80 4.81
10 N -0.49 -0.03 2.74
11 N -0.76 -0.01 -0.15
12 O 1.72 1.34 2.90
13 P 0.57 0.66 3.80
14 H -0.16 -1.64 -5.95
15 H -1.08 0.60 -5.78
16 H 0.78 -2.87 -3.91
17 H -1.35 1.68 -3.65
18 H 0.48 -1.80 -1.75
19 H -0.54 1.73 -1.19
20 H 1.81 -0.62 5.51
21 H 0.91 -1.54 4.38
22 H -0.44 1.45 5.62
23 H 0.75 2.46 5.33
24 H -1.30 -0.41 3.12
25 H 1.56 1.57 1.96
26 H -0.88 -1.05 -0.27
27 H -0.62 0.26 1.80

Löwdin atomic charge list, values in e, 5 entries: C -0.04; C -0.11; C -0.04; C -0.05; C -0.07